This record from the OMol25 dataset describes a structure of composition C39H27AsN3O7PS4V at a distorted geometry. The level of theory is wB97M-V/def2-TZVPD.

```
83
C39H27AsN3O7PS4V | the OMol25 dataset | wB97M-V/def2-TZVPD
V 0.324 0.469 2.846
C -0.792 -2.888 -0.453
C 0.648 -3.256 -0.723
C 0.924 -4.380 -1.545
C 2.211 -4.645 -1.888
C 3.261 -3.825 -1.410
C 4.598 -4.037 -1.819
C 5.571 -3.211 -1.321
C 5.265 -2.210 -0.385
C 3.970 -1.959 0.095
S 3.738 -0.777 1.340
C 2.913 -2.768 -0.514
N 1.599 -2.505 -0.221
H -1.408 -3.777 -0.294
H -1.207 -2.357 -1.316
H -0.867 -2.232 0.407
H 0.108 -5.006 -1.890
H 2.456 -5.490 -2.527
H 4.825 -4.835 -2.520
H 6.601 -3.338 -1.644
H 6.059 -1.591 0.016
O 0.024 2.254 3.402
C 0.095 2.258 2.068
C -0.719 3.122 1.154
C -1.420 4.157 1.769
C -2.178 5.049 1.022
C -2.238 4.917 -0.355
C -1.558 3.877 -0.972
C -0.791 2.970 -0.247
P -0.067 1.467 -1.047
C -1.397 1.075 -2.266
C -1.331 1.119 -3.649
C -2.431 0.750 -4.430
C -3.602 0.337 -3.812
C -3.693 0.277 -2.424
C -2.591 0.637 -1.655
C 1.248 2.125 -2.147
C 1.645 3.458 -2.196
C 2.777 3.832 -2.915
C 3.524 2.876 -3.590
C 3.139 1.542 -3.547
C 2.014 1.170 -2.825
H -1.365 4.235 2.847
H -2.727 5.843 1.519
H -2.818 5.617 -0.950
H -1.627 3.761 -2.048
H -0.414 1.448 -4.127
H -2.370 0.791 -5.511
H -4.459 0.057 -4.414
H -4.605 -0.051 -1.937
H -3.348 0.457 0.196
H 1.084 4.207 -1.647
H 3.091 4.869 -2.921
H 4.422 3.166 -4.122
H 3.739 0.783 -4.034
H 1.750 0.118 -2.742
O -0.779 -3.258 4.387
As -1.377 -1.661 3.859
O -1.631 -0.810 5.228
O -0.035 -1.213 2.853
C -2.841 -2.365 2.849
C -2.876 -3.698 2.461
C -3.952 -4.147 1.704
C -4.969 -3.270 1.336
C -4.919 -1.935 1.721
C -3.849 -1.489 2.476
S -3.651 0.279 2.884
O -2.546 0.619 -0.320
O -4.443 0.910 1.779
O -2.136 0.337 2.648
H -0.013 -3.081 4.951
H -2.068 -4.361 2.737
H -3.988 -5.182 1.382
H -5.799 -3.629 0.737
H -5.676 -1.223 1.409
S 2.083 0.359 4.390
C 2.979 1.734 3.879
C 3.984 2.232 4.809
N 4.766 2.632 5.550
C 2.819 2.383 2.708
S 1.735 1.727 1.461
C 3.527 3.588 2.367
N 4.055 4.570 2.077
```

Output
spin multiplicity: 2
expectation value of S²: 0.812
lowest unoccupied orbital energy (alpha / beta): 4.0 / 4.0 eV
net charge: -2
F_max: 2.97 eV/A
highest occupied orbital energy (alpha / beta): -1.39 / -1.40 eV
HOMO-LUMO gap (alpha / beta): 5.4 / 5.4 eV